ORCA calculation (the ωB97M-V functional and the def2-TZVPD basis) on C4H7NO in the gas phase in a non-equilibrium geometry.

- Energy relative to the best compared isomer or geometry (same formula, charge and spin): 118.0 kcal per mole
- LUMO (alpha / beta): 0.014 / 0.025 Ha
- Largest force on an atom: 0.0966 hartree/bohr
- Kohn-Sham gap (alpha / beta): 7.919 / 7.615 eV

```
! RIJCOSX wB97M-V def2-TZVPD def2/J DEFGRID3
* xyz 0 1
C 0.6004 -1.5940 -1.0584
C -2.3938 0.4290 0.6545
C 0.0755 0.3418 0.1401
C 1.3728 0.8729 0.3375
N -0.2068 -0.6429 -0.7328
O -1.0762 0.8128 0.6863
H 0.1544 -2.3777 -1.6376
H 1.7270 -1.8150 -0.7679
H -2.6742 -0.4932 0.1892
H -3.0091 1.1931 1.0590
H 1.5825 1.6156 1.2225
H 1.6905 1.5276 -0.4976
H 2.1571 0.1300 0.4052
*
```

Results of the Löwdin charge analysis, in e, for atoms 1 through 6: -0.058 0.030 -0.410 -0.047 0.029 -0.068